78
Properties=species:S:1:pos:R:3 method="wB97M-V/def2-TZVPD" homo_energy_ev="-7.3 / -7.3" s2=3.762 multiplicity=4
Co -1.37412 -3.24024 -2.54762
C 0.91899 0.97884 -1.12788
C 1.14758 0.73734 -2.41971
C 2.45045 0.33835 -2.98211
C 3.08501 -1.04059 -2.60403
C 2.83071 -1.66472 -1.28401
C 2.48114 -1.04051 -0.15227
C 2.98220 0.31207 0.24843
C 2.11724 1.44533 -0.36389
C -3.25536 -3.69972 -1.93272
H -0.03998 1.23469 -0.67992
H 0.33281 0.83553 -3.12555
H 3.24006 1.06953 -2.76399
H 2.28458 0.34090 -4.07608
H 2.74045 -1.77115 -3.34478
H 4.17260 -0.94144 -2.76338
H 3.07297 -2.72939 -1.22648
H 1.88512 -1.48892 0.64830
H 4.07029 0.44137 0.07999
H 2.97132 0.40604 1.36178
H 1.80395 2.07705 0.47507
H 2.74008 2.01271 -1.07425
H -3.70627 -2.70968 -2.21438
H -3.20585 -3.83628 -0.82589
H -3.86768 -4.50448 -2.42785
P -1.27860 -4.11783 -7.31095
P -0.39438 -6.52180 -5.90596
C 0.46216 -4.56183 -7.57941
C 0.80607 -5.78928 -7.08518
C -1.86052 -3.98522 -9.08112
C -1.00910 -3.91001 -10.19766
C -1.52614 -3.76275 -11.49080
C -2.90936 -3.72729 -11.70235
C -3.76863 -3.86148 -10.60451
C -3.25034 -4.00040 -9.31136
C -0.99731 -2.40975 -6.72809
C -0.51354 -2.23659 -5.41667
C -0.24104 -0.95379 -4.95302
C -0.42468 0.15535 -5.79304
C -0.94359 -0.02161 -7.08005
C -1.24268 -1.30228 -7.54910
C -0.37613 -8.24376 -6.67630
C -0.94217 -8.41219 -7.95707
C -0.83855 -9.63504 -8.62860
C -0.19583 -10.72099 -8.01974
C 0.32586 -10.57749 -6.73000
C 0.20678 -9.35719 -6.05270
C 0.64924 -6.75756 -4.42347
C 0.01640 -7.17962 -3.23911
C 0.77946 -7.45279 -2.10402
C 2.16809 -7.29122 -2.13524
C 2.79166 -6.83381 -3.30267
C 2.02964 -6.53259 -4.43222
H 1.14352 -3.84608 -8.05954
H 1.69502 -6.36892 -7.37149
H 0.06909 -3.96885 -10.05928
H -0.84439 -3.68041 -12.34045
H -3.30876 -3.60035 -12.71295
H -4.84884 -3.85532 -10.76757
H -3.93188 -4.11714 -8.46905
H -0.30580 -3.11377 -4.78412
H 0.09505 -0.81662 -3.92490
H -0.15769 1.15287 -5.43817
H -1.11199 0.84226 -7.72376
H -1.65143 -1.44381 -8.54810
H -1.44672 -7.57021 -8.43453
H -1.24980 -9.73781 -9.63544
H -0.10306 -11.66923 -8.55559
H 0.83469 -11.42200 -6.25795
H 0.59250 -9.27981 -5.03658
H -1.06577 -7.30100 -3.21188
H 0.29545 -7.80973 -1.19233
H 2.77179 -7.51435 -1.25135
H 3.87374 -6.71212 -3.34154
H 2.50759 -6.13793 -5.32621
O 0.02000 -0.96780 -0.51956
N -0.33796 -1.85845 -1.29621
O 0.51935 -2.79988 -1.64575